1.
A molecular structure, C39H37N4O4PtSSi, computed with ωB97M-V/def2-TZVPD.

Structure (ORCA input):
```
! wB97M-V def2-TZVPD RIJCOSX def2/J DEFGRID3
* xyz -1 1
C 3.73687 -1.74071 1.92451
H 0.09141 -1.50568 2.85289
C 0.24071 -4.66991 1.64745
C 2.94221 2.94628 -1.89929
H -5.58530 -1.63778 -3.17882
H 3.66429 2.10321 1.64950
C -0.59313 -2.10679 0.94539
H -0.72602 -4.40725 -2.39096
H -4.47758 1.55647 -2.72957
H 7.67213 0.60822 1.70858
C -2.19838 -0.54238 0.38950
C -0.24750 3.24492 -1.12464
H 3.61775 6.37602 -3.63819
O 2.05017 -0.90838 0.68971
H 4.74696 -1.18204 5.07480
C -5.51931 -1.89224 -2.12874
C 3.13254 -0.22187 4.08011
C -0.61068 1.97607 -0.63303
C 4.47083 1.57811 1.14747
H -4.92370 3.27570 -2.67859
C 2.85857 3.09133 -3.28467
H -7.17786 -3.53949 0.32574
H 7.31783 -0.40564 -0.52516
C -1.14309 4.22414 -1.51735
C 4.17188 -1.10266 4.16052
C 3.09542 4.31006 -3.91079
Si 2.61476 1.25017 -1.07455
C -2.00539 1.77781 -0.57675
C -6.41821 -2.95713 -0.18022
C -2.50901 3.98961 -1.45576
N -0.95173 -0.79324 0.56455
H -3.60149 -0.95332 -1.89142
C -6.52870 -2.62634 -1.52400
C 6.72201 0.72430 1.20015
C 5.68863 1.43240 1.79949
H -5.97659 2.06529 -1.90726
H 2.86999 0.34365 -2.24495
C -5.54077 -1.86482 2.78238
H 5.82611 1.86335 2.78447
O -1.33253 -2.86001 -1.14784
C 5.29809 0.30652 -0.69221
C -0.33542 -4.44957 0.39928
H -2.16830 -3.47774 -2.86212
C 6.52206 0.15705 -0.05000
H 3.01627 4.38918 -4.98898
N -2.66946 0.61772 -0.09806
C -4.40343 -1.49254 -1.40646
H 0.56938 -5.66805 1.90894
H 0.84292 -3.79186 3.51228
H -2.27521 -4.66601 -1.54228
H -2.90206 -2.16572 1.39441
C -4.29415 -1.80112 -0.05131
C 3.43285 5.42331 -3.15617
H -6.56238 -1.52298 2.59640
C 3.53113 5.30474 -1.77483
H -3.23788 4.73828 -1.73858
C -1.63481 -3.92052 -2.02453
C -2.91843 2.76066 -0.98848
H -3.66713 0.75003 -0.03279
N -3.19989 -1.45237 0.74430
H 2.86238 0.40898 4.91466
H -5.47214 -2.28693 3.78199
C 3.28689 4.08452 -1.16261
C -0.03009 -2.35075 2.18621
H -7.39181 -2.94652 -2.09271
H 3.35586 4.01983 -0.08180
C 0.39039 -3.62657 2.54330
C 4.24695 1.02462 -0.11683
H 5.32318 -2.58297 3.04218
H -0.44683 -5.27284 -0.29164
H 3.89496 -2.28314 1.00585
H -4.85232 -1.02244 2.68968
H 3.79501 6.16715 -1.17384
S 1.10035 1.07560 2.78829
H 2.59649 2.22897 -3.88824
H -0.76956 5.17835 -1.86998
Pt 0.70530 0.63493 0.06756
O -4.28107 2.46243 -0.87368
N 2.69818 -0.87617 1.86031
C -4.94349 2.33731 -2.11928
H 5.15239 -0.14286 -1.66852
C 2.34687 -0.05555 2.90385
H 0.79901 3.48119 -1.19501
C -0.75252 -3.17230 0.04604
C -5.31900 -2.54298 0.55031
C 4.49613 -1.88935 3.04664
O -5.19981 -2.91096 1.87380
*
```

E_LUMO: 2.4 eV
gap between HOMO and LUMO: 0.21007 Eh
total energy: -77154.5929 eV
HOMO energy: -3.37 eV
energy above the lowest of the compared OMol25 structures with the same formula, charge and spin: 18.0 kcal per mole


2.
A single C5H10O molecule, computed with ωB97M-V/def2-TZVPD.

Structure (ORCA input):
```
! wB97M-V def2-TZVPD RIJCOSX def2/J DEFGRID3
* xyz 0 1
O 2.63754 0.22909 0.02953
C -0.57130 1.18268 -0.11982
H -0.39274 2.03654 -0.77969
C 1.48512 -0.40808 0.54169
C -0.95502 -0.93520 -0.05155
H 3.31772 0.20668 0.70834
H -1.09006 -1.84770 -0.64113
C -1.81923 0.30721 -0.38403
C 0.29563 -0.08297 -0.32617
H 1.28092 -0.10850 1.58291
H 0.59283 -0.16461 -1.37900
H -1.02940 -1.18359 1.01602
H -2.10909 0.32308 -1.44068
H -0.54092 1.52977 0.92042
H -2.71056 0.48474 0.22694
H 1.57086 -1.51163 0.54185
*
```

structure (SMILES): OCC1CCC1
E_LUMO: 1.0 eV
gap between HOMO and LUMO: 0.40980 Eh
total energy: -7393.6724 eV
HOMO energy: -10.16 eV
energy above the lowest of the compared OMol25 structures with the same formula, charge and spin: 25.2 kcal per mole